Entry 1:
The following is a quantum chemistry calculation of a molecular structure, C30H24BBrCsN12OS, from OMol25.

```
71
Properties=species:S:1:pos:R:3
Cs -1.022 0.529 0.144
C -5.507 2.578 1.595
C -4.306 2.494 0.874
N -3.867 1.247 0.821
N -4.757 0.498 1.490
C -5.755 1.279 1.970
B -4.583 -1.018 1.830
N -4.070 -1.909 0.648
C -4.487 -3.179 0.416
C -3.727 -3.709 -0.598
C -2.841 -2.672 -0.934
N -3.058 -1.605 -0.182
N -3.600 -1.146 3.019
C -3.718 -1.600 4.286
C -2.496 -1.458 4.905
C -1.675 -0.896 3.916
N -2.340 -0.710 2.786
N -6.008 -1.530 2.126
C -7.014 -1.495 1.221
C -8.135 -2.026 1.810
C -7.708 -2.366 3.106
N -6.433 -2.067 3.289
H -6.109 3.445 1.806
H -3.747 3.279 0.384
H -6.564 0.859 2.543
H -5.290 -3.614 0.986
H -3.808 -4.692 -1.027
H -2.066 -2.647 -1.686
H -4.658 -1.985 4.638
H -2.248 -1.723 5.918
H -0.633 -0.616 3.977
H -6.854 -1.097 0.232
H -9.110 -2.148 1.371
H -8.271 -2.814 3.910
Br 9.004 4.534 -4.766
C 8.154 2.856 -4.607
C 7.685 2.443 -3.365
C 7.051 1.224 -3.245
C 6.877 0.394 -4.376
C 7.404 0.823 -5.616
C 8.018 2.047 -5.733
N 6.271 -0.822 -4.353
N 5.592 -1.163 -3.275
C 4.462 -0.651 -2.958
C 3.737 0.289 -3.826
C 2.562 0.807 -3.472
C 1.925 0.482 -2.183
O 0.879 0.994 -1.849
C 2.605 -0.532 -1.310
N 1.972 -0.872 -0.182
C 2.536 -1.786 0.591
C 3.754 -2.395 0.290
C 4.407 -2.036 -0.867
C 3.820 -1.085 -1.699
H 7.825 3.075 -2.500
H 6.700 0.897 -2.276
H 7.294 0.167 -6.469
H 8.399 2.383 -6.687
H 4.191 0.529 -4.778
H 2.012 1.486 -4.110
H 1.996 -2.051 1.493
H 4.166 -3.137 0.960
H 5.352 -2.482 -1.148
S 0.792 4.503 3.749
C 2.146 4.164 2.760
C 1.853 3.136 1.924
N 0.590 2.616 2.047
C -0.072 3.244 2.970
H 3.066 4.718 2.836
H 2.529 2.719 1.192
H -1.089 2.998 3.245
```

As for the LUMO energy (alpha / beta): -1.8 / -2.1 eV. The highest occupied orbital energy (alpha / beta) is -0.29781 / -0.29781 Eh. The expectation value of S² is 0.79. As for the charge: 0. As for the spin multiplicity: 2. The value obtained for the frontier orbital gap (alpha / beta) is 6.308 / 6.053 eV. The calculation puts the relative energy (zero: lowest compared OMol25 entry of this formula, charge and spin) at 0.3668 eV.

***

Entry 2:
The following is a quantum chemistry calculation of 2 unconnected molecules or ions with the total composition C16H17Cl2NO3S, from OMol25.

```
40
Properties=species:S:1:pos:R:3
C 2.803 -0.483 2.246
C 1.417 -0.979 2.610
Cl 0.314 0.430 2.603
C 0.952 -2.147 1.711
Cl -0.797 -2.469 1.907
C 1.275 -1.984 0.253
C 2.176 -2.837 -0.379
C 2.494 -2.678 -1.728
C 1.894 -1.646 -2.432
C 0.985 -0.788 -1.813
C 0.663 -0.959 -0.476
C 0.377 0.305 -2.608
O -0.744 0.687 -2.436
C 1.283 0.864 -3.663
S 1.147 2.569 -4.108
C 2.140 0.032 -4.256
C 2.191 -1.398 -3.868
O 2.438 -2.273 -4.650
H 3.549 -1.251 2.441
H 2.864 -0.149 1.217
H 3.052 0.362 2.878
H 1.454 -1.345 3.629
H 1.463 -3.024 2.095
H 2.640 -3.626 0.196
H 3.194 -3.334 -2.215
H -0.051 -0.285 -0.032
H 1.666 3.079 -2.982
H 2.800 0.403 -5.024
C -4.364 1.359 0.331
N -3.117 1.861 0.877
C -2.907 2.488 2.064
C -4.105 2.710 2.957
O -1.785 2.848 2.383
H -4.290 0.285 0.157
H -4.580 1.850 -0.620
H -5.185 1.546 1.014
H -2.278 1.744 0.329
H -3.772 3.215 3.858
H -4.849 3.332 2.458
H -4.560 1.758 3.235
```

As for the LUMO energy: -1.1 eV. The highest occupied orbital energy is -0.34352 Eh. As for the charge: 0. Its SMILES is C[C@@H](Cl)[C@@H](Cl)c1ccc2c(c1)C(=O)C(S)=CC2=O.CNC(C)=O. The value obtained for the frontier orbital gap is 8.205 eV.

***

Entry 3:
The following is a quantum chemistry calculation of 2 unconnected molecules or ions with the total composition C51H60F3N2 at a distorted geometry, from OMol25.

```
116
Properties=species:S:1:pos:R:3
F 1.940 -2.982 3.103
C 1.158 -1.859 2.933
C 0.523 -1.324 4.053
C -0.315 -0.235 3.813
F -1.034 0.285 4.869
C -0.420 0.383 2.573
C 0.399 -0.054 1.473
C 0.382 0.746 0.289
C 0.888 0.371 -0.986
C 0.279 0.927 -2.159
C 0.797 0.725 -3.430
C 1.865 -0.162 -3.607
C 2.338 -0.841 -2.492
F 3.323 -1.784 -2.669
C 1.935 -0.582 -1.185
C 1.061 -1.315 1.657
H 0.662 -1.745 5.050
H -1.169 1.151 2.404
H -0.328 1.582 0.317
H -0.669 1.461 -2.044
H 0.371 1.262 -4.283
H 2.326 -0.313 -4.590
H 2.377 -1.113 -0.352
H 1.411 -1.908 0.816
C 3.775 4.142 -1.270
C 4.961 5.079 -1.071
C 6.181 4.155 -0.991
C 5.181 5.958 -2.304
C 4.813 5.966 0.226
C 5.725 5.715 1.253
C 6.029 6.676 2.205
C 5.319 7.865 2.209
C 4.175 8.029 1.432
C 3.377 9.335 1.807
C 1.903 9.245 1.482
C 4.030 10.547 1.116
C 3.422 9.602 3.324
C 3.914 7.061 0.401
N 2.818 7.250 -0.528
C 2.798 8.401 -1.440
C 1.372 8.463 -1.925
N 0.802 7.160 -1.538
C -0.466 6.783 -2.142
C -0.480 6.343 -3.509
C 0.720 6.206 -4.510
C 0.492 5.032 -5.480
C 2.053 5.918 -3.845
C 0.795 7.483 -5.370
C -1.708 6.067 -4.098
C -2.897 6.111 -3.389
C -2.890 6.649 -2.117
C -1.707 7.016 -1.478
C -1.987 7.754 -0.128
C -3.059 6.999 0.676
C -2.512 9.162 -0.463
C -0.784 7.864 0.771
C 1.652 6.492 -0.658
C 1.390 5.368 0.147
C 0.197 4.573 0.152
C -0.480 4.124 -1.011
C -1.753 3.576 -0.902
C -2.307 3.329 0.362
C -1.585 3.638 1.520
C -0.341 4.249 1.427
H 2.879 4.716 -1.500
H 3.948 3.446 -2.109
H 3.566 3.593 -0.342
H 7.106 4.724 -0.852
H 6.060 3.421 -0.188
H 6.262 3.592 -1.929
H 6.108 6.535 -2.185
H 5.262 5.335 -3.209
H 4.373 6.677 -2.449
H 6.284 4.780 1.273
H 6.822 6.508 2.932
H 5.634 8.661 2.885
H 1.454 8.377 1.980
H 1.374 10.157 1.806
H 1.745 9.170 0.409
H 4.957 10.820 1.636
H 4.298 10.346 0.073
H 3.357 11.415 1.138
H 4.410 9.925 3.668
H 2.721 10.408 3.580
H 3.124 8.710 3.884
H 3.114 9.318 -0.925
H 3.500 8.228 -2.274
H 0.798 9.287 -1.455
H 1.312 8.590 -3.015
H -0.305 5.239 -6.200
H 1.405 4.848 -6.060
H 0.254 4.113 -4.932
H 2.322 6.702 -3.144
H 2.037 4.958 -3.311
H 2.865 5.910 -4.592
H 0.764 8.402 -4.774
H 1.717 7.494 -5.969
H -0.060 7.516 -6.057
H -1.758 5.789 -5.149
H -3.824 5.774 -3.845
H -3.849 6.807 -1.623
H -2.824 5.929 0.715
H -3.090 7.377 1.706
H -4.058 7.138 0.249
H -1.770 9.730 -1.041
H -3.427 9.095 -1.064
H -2.738 9.722 0.456
H 0.021 8.360 0.241
H -1.022 8.467 1.663
H -0.415 6.878 1.082
H 2.152 5.158 0.899
H 0.004 4.290 -1.982
H -2.320 3.343 -1.808
H -3.289 2.869 0.438
H -1.989 3.407 2.505
H 0.212 4.575 2.315
```

As for the LUMO energy: -6.1 eV. The highest occupied orbital energy is -0.33237 Eh. As for the charge: +1. The value obtained for the frontier orbital gap is 2.946 eV.

***

Entry 4:
The following is a quantum chemistry calculation of C3H8OS in the gas phase at a distorted geometry, from OMol25.

```
13
Properties=species:S:1:pos:R:3
C -2.130 -0.129 -0.189
O -0.775 0.088 -0.596
C 0.093 -0.750 0.162
S 1.757 -0.936 -0.357
C 2.134 0.810 -0.102
H -2.217 0.090 0.858
H -2.730 0.546 -0.737
H -2.491 -1.179 -0.360
H -0.366 -1.766 0.189
H 0.128 -0.348 1.216
H 1.725 1.110 0.864
H 3.210 0.967 -0.134
H 1.662 1.496 -0.813
```

As for the LUMO energy: 1.0 eV. The highest occupied orbital energy is -0.32601 Eh. As for the charge: 0. Its SMILES is COCSC. The value obtained for the frontier orbital gap is 9.865 eV. The calculation puts the relative energy (zero: lowest compared OMol25 entry of this formula, charge and spin) at 0.7634 eV.

***

Look up the charge of the fourth one. 0